A molecular structure, C30H30Cl4F3MgNO5S3, computed with wB97M-V/def2-TZVPD.

Computed properties:
Orbital gap in eV: 8.09
F_max in Eh/bohr: 0.0128
Calculated total energy in a.u.: -5127.2674
HOMO energy in eV: -7.8033

```
77
Properties=species:S:1:pos:R:3:forces:R:3:lowdin_charge:R:1
Mg -0.046205 -0.532526 0.023642 0.0 -0.1 -0.7 0.498
C 1.963210 2.428297 2.586757 0.0 0.0 0.0 -0.048
C 3.238099 1.885192 2.618963 0.0 0.0 0.0 -0.046
C 3.540251 0.818115 1.794838 0.0 0.1 0.0 -0.007
C 2.564556 0.312305 0.938169 0.0 0.0 -0.1 -0.219
N 1.323111 0.832147 0.930402 0.2 -0.1 0.3 0.066
C 1.039803 1.854637 1.738085 -0.1 0.0 -0.1 -0.152
C 2.821889 -0.848803 0.041171 0.0 0.0 0.0 -0.236
C 4.122702 -1.097207 -0.396986 0.0 0.0 0.0 -0.052
C 4.386809 -2.212198 -1.177367 0.0 0.0 0.0 -0.098
C 3.350905 -3.085686 -1.481920 0.0 0.0 0.0 -0.103
C 2.057890 -2.803067 -1.053992 -0.1 0.0 0.0 -0.165
C 1.727567 -1.666155 -0.309200 0.2 0.1 0.0 -0.176
H 1.682475 3.257753 3.219716 0.0 0.0 0.0 0.109
H 3.985308 2.280260 3.295690 0.0 0.0 0.0 0.110
H 4.513895 0.351123 1.829617 0.0 0.0 0.0 0.109
H 0.019783 2.215535 1.700445 0.0 0.0 0.0 0.097
H 4.929841 -0.415525 -0.152252 0.0 0.0 0.0 0.102
H 5.392881 -2.408733 -1.526672 0.0 0.0 0.0 0.095
H 3.554360 -3.981518 -2.058955 0.0 0.0 0.0 0.095
H 1.273409 -3.512329 -1.313565 0.0 0.0 0.0 0.086
O -1.433707 -1.470075 -1.166719 -0.1 0.0 0.0 -0.575
S -2.907042 -1.525905 -1.460617 -0.1 -0.1 -0.1 1.060
C -2.945417 -1.675072 -3.265912 0.0 0.1 0.0 -0.294
C -2.087994 -0.643771 -4.015839 0.0 -0.1 0.0 -0.204
C -0.818047 -1.208504 -4.661082 0.0 0.0 0.0 -0.210
C 0.345541 -1.502963 -3.723824 0.0 0.1 0.0 -0.291
S 1.236198 -0.104868 -2.958262 -0.1 0.0 0.1 1.047
O 0.299223 0.552900 -1.969021 0.0 0.0 0.1 -0.590
C 1.243486 0.987919 -4.367336 0.1 0.0 0.0 -0.390
C 2.171281 0.747373 -5.372580 0.0 0.0 0.0 -0.082
C 2.187492 1.568291 -6.488649 0.0 0.0 0.0 -0.073
C 1.294344 2.629119 -6.583203 0.0 0.0 0.0 -0.078
C 0.387851 2.871563 -5.561546 0.0 0.0 0.0 -0.063
C 0.357108 2.047671 -4.443765 0.0 0.0 0.0 -0.087
C -3.637189 0.104049 -1.334026 0.0 -0.1 0.0 -0.379
C -2.889671 1.262989 -1.223327 0.0 0.1 -0.2 -0.083
C -3.549968 2.478067 -1.111359 0.0 0.0 -0.1 -0.061
C -4.936244 2.527769 -1.115113 0.0 0.0 0.0 -0.072
C -5.675484 1.357061 -1.224662 0.0 0.1 0.0 -0.074
C -5.025528 0.137327 -1.322608 0.0 0.0 0.1 -0.088
H -4.002229 -1.608237 -3.528758 0.0 0.0 0.0 0.091
H -2.617555 -2.698500 -3.461813 0.0 0.0 0.0 0.095
H -1.816171 0.175504 -3.351137 0.0 0.0 0.0 0.081
H -2.701913 -0.210568 -4.806905 0.0 0.0 0.0 0.121
H -0.492772 -0.514238 -5.438313 0.0 0.0 0.0 0.104
H -1.059083 -2.144526 -5.175650 0.0 0.0 0.0 0.119
H 1.137701 -2.049682 -4.241136 0.0 0.0 0.0 0.100
H 0.043224 -2.088970 -2.856400 0.0 -0.1 0.0 0.066
H 2.878129 -0.069311 -5.277356 0.0 0.0 0.0 0.116
H 2.902261 1.387818 -7.280600 0.0 0.0 0.0 0.107
H 1.315160 3.274658 -7.451384 0.0 0.0 0.0 0.105
H -0.298755 3.705151 -5.632222 0.0 0.0 0.0 0.108
H -0.338088 2.221024 -3.632676 0.0 0.0 0.0 0.078
H -1.810294 1.227601 -1.235169 0.0 0.0 0.0 0.076
H -2.969205 3.386754 -1.018107 0.0 0.0 0.0 0.103
H -5.444508 3.478295 -1.019303 0.0 0.0 0.0 0.107
H -6.756695 1.392095 -1.220986 0.0 0.0 0.0 0.108
H -5.596770 -0.783507 -1.364843 0.0 0.0 0.0 0.114
Cl 0.416314 3.496883 -1.165874 0.0 0.0 0.0 0.607
C 0.326397 5.038387 -0.309285 0.0 0.0 0.1 -1.005
Cl 1.929608 5.690529 0.063771 0.0 0.0 0.0 0.512
H -0.195477 4.875853 0.627065 0.0 0.0 0.0 0.021
H -0.192640 5.756252 -0.932743 0.0 0.0 0.0 0.023
Cl -0.710318 -3.445460 1.372665 0.0 -0.1 0.0 0.599
C -0.167234 -3.331628 3.055486 0.0 0.1 0.0 -0.960
Cl 1.272997 -2.318378 3.232025 0.0 0.0 0.0 0.570
H 0.081092 -4.328925 3.395523 0.0 0.0 0.0 0.024
H -0.974478 -2.882239 3.622168 0.0 0.0 0.0 0.014
F -4.212975 1.143182 1.655777 0.0 0.0 0.1 0.135
C -3.243572 1.336022 2.557654 0.0 0.0 0.0 -0.651
F -3.798866 1.407813 3.765076 0.0 0.0 0.0 0.145
F -2.664844 2.519539 2.290657 0.0 0.0 0.0 0.118
S -2.000876 -0.013998 2.478978 -0.1 0.2 -0.1 0.505
O -2.739723 -1.208497 2.771301 0.0 0.0 -0.1 -0.279
O -0.961307 0.370168 3.390921 -0.1 0.0 0.0 -0.274
O -1.615232 0.120430 1.048506 0.0 -0.1 0.6 -0.376
```
Positions in Å, forces in eV/Å.



A molecular structure, C30H33N4O2RuS4 in a non-equilibrium geometry, computed with wB97M-V/def2-TZVPD.

Computed properties:
Charge: +1
Orbital gap (spin up / spin down) in eV: 3.92 / 3.91
F_max in Eh/bohr: 0.0566
Calculated total energy in a.u.: -3219.8875
HOMO energy (spin up / spin down) in eV: -9.0719 / -9.0661
Relative energy (zero: lowest compared OMol25 entry of this formula, charge and spin) in kcal per mole: 37.1

```
74
Properties=species:S:1:pos:R:3:forces:R:3:lowdin_charge:R:1
Ru 0.409385 -1.670880 0.033304 -1.8 -2.2 -0.8 0.896
C 1.735463 -3.263889 -2.179150 0.1 -0.1 -0.2 -0.109
N 1.896591 -1.925283 -1.561538 -0.3 -0.4 0.2 -0.292
C 1.793539 -0.900802 -2.617507 -0.1 0.2 -0.1 -0.049
C 3.197916 -1.874453 -0.877826 0.2 0.0 0.3 -0.206
C 4.373447 -2.214555 -1.521795 0.0 -0.1 0.0 -0.030
C 5.553378 -2.343125 -0.805598 0.1 0.0 0.0 -0.077
C 5.534252 -2.179146 0.572425 0.0 0.0 -0.1 -0.071
C 4.376415 -1.790982 1.220658 0.0 0.0 0.0 -0.023
C 3.199783 -1.554350 0.494475 0.0 -0.1 -0.2 -0.237
N 2.001158 -1.096743 1.011488 0.6 0.6 0.3 -0.138
C 1.832629 -0.500571 2.244919 -0.2 0.0 0.0 -0.228
C 2.820863 0.187645 2.964809 -0.1 0.1 0.0 -0.023
C 2.540962 0.706399 4.214966 0.0 0.0 0.0 -0.072
C 1.276497 0.570397 4.771524 0.0 0.1 0.1 -0.078
C 0.270195 -0.036738 4.039121 -0.1 0.0 0.0 -0.028
C 0.533452 -0.549026 2.780551 0.3 0.1 0.0 -0.195
N -0.530919 -1.080013 1.922880 -0.1 -0.3 -0.3 -0.293
C -1.276368 -2.172076 2.583001 -0.1 -0.1 0.2 -0.098
C -1.482169 0.010940 1.616659 -0.2 0.2 0.0 -0.069
H 2.463853 -3.412481 -2.979970 0.0 0.1 0.0 0.091
H 1.890402 -4.035763 -1.429974 0.0 0.0 0.0 0.038
H 0.732829 -3.357430 -2.595074 0.0 0.1 0.0 0.060
H 2.496065 -1.105747 -3.429083 0.0 -0.1 0.1 0.100
H 0.779428 -0.899316 -3.014506 0.0 0.0 0.0 0.088
H 2.012215 0.079749 -2.201116 0.0 -0.1 0.0 0.085
H 4.380237 -2.414820 -2.586203 0.0 0.0 0.0 0.114
H 6.466037 -2.617061 -1.316282 0.0 0.0 0.0 0.106
H 6.430676 -2.369120 1.147775 0.0 0.0 0.0 0.111
H 4.368052 -1.711033 2.297388 0.0 0.1 0.0 0.108
H 3.790442 0.350034 2.518193 0.0 -0.1 0.0 0.110
H 3.317268 1.227443 4.759717 0.0 0.0 0.0 0.110
H 1.065025 0.966937 5.754943 0.0 0.0 0.0 0.106
H -0.728878 -0.091128 4.454257 0.0 0.0 0.0 0.113
H -1.783175 -1.810973 3.481757 0.0 0.0 0.0 0.093
H -2.025939 -2.560717 1.894121 0.0 0.0 0.0 0.067
H -0.591651 -2.966612 2.865358 0.0 0.0 0.0 0.048
H -2.012873 0.325408 2.519904 0.1 0.0 0.0 0.098
H -0.948980 0.863933 1.203184 0.0 -0.1 0.1 0.086
H -2.199348 -0.345050 0.881743 -0.1 0.0 0.0 0.065
S 0.892366 -4.055673 0.941954 0.5 1.7 -0.1 0.176
S -0.500981 -5.362060 0.498697 -1.4 0.6 -1.2 0.078
S -1.971196 -4.433566 -0.750609 1.3 -0.4 0.9 0.102
S -1.502996 -2.554443 -1.066273 0.3 0.4 0.6 0.194
C -3.202106 4.472995 -0.061458 0.0 0.2 0.1 -0.046
O -2.985981 3.356979 -0.913749 0.1 0.0 -0.1 -0.076
C -3.739892 2.256343 -0.725395 0.0 -0.1 -0.2 -0.218
C -4.621126 2.099333 0.338736 0.1 0.0 0.1 -0.009
C -5.410652 0.965447 0.443383 0.0 0.0 0.0 -0.065
C -5.340715 -0.027893 -0.518922 0.0 -0.1 0.0 -0.078
C -4.479274 0.127222 -1.591705 0.1 -0.1 0.0 -0.025
C -3.667725 1.245643 -1.703550 0.0 -0.1 0.3 -0.156
N -2.952548 1.438899 -2.917413 0.3 0.1 0.0 0.140
C -1.804047 2.062740 -3.140164 -0.2 0.0 0.0 0.011
C -0.693474 2.239213 -2.309602 0.0 -0.4 0.3 -0.138
C 0.092602 3.403611 -2.547805 0.0 0.1 0.0 -0.037
C 1.201301 3.692312 -1.818869 0.0 0.2 -0.1 -0.078
C 1.628924 2.778626 -0.829234 -0.1 0.0 0.0 -0.042
C 0.953588 1.615845 -0.615963 -0.2 0.0 0.2 -0.042
C -0.237300 1.266083 -1.334181 0.3 0.3 -0.2 -0.369
O -0.749394 0.110874 -1.190544 0.4 -0.3 0.5 -0.199
H -2.514138 5.241551 -0.402064 0.0 0.0 0.0 0.099
H -2.978816 4.235433 0.980691 0.0 0.0 0.0 0.098
H -4.228382 4.837933 -0.141622 0.0 0.0 0.0 0.105
H -4.707112 2.877200 1.084354 0.0 0.0 0.0 0.110
H -6.099911 0.874047 1.272396 0.0 0.0 0.0 0.113
H -5.967393 -0.906545 -0.448585 0.0 0.0 0.0 0.110
H -4.443116 -0.624807 -2.369733 0.1 0.0 0.0 0.120
H -3.506414 1.225881 -3.733533 0.0 0.2 -0.1 0.165
H -1.740069 2.507033 -4.129581 0.0 -0.1 -0.1 0.149
H -0.259834 4.106758 -3.294426 0.1 0.0 -0.1 0.120
H 1.755964 4.603373 -1.993692 0.0 0.0 0.0 0.107
H 2.520267 2.999744 -0.255173 0.0 0.0 0.0 0.117
H 1.301392 0.884857 0.110112 0.0 0.2 -0.1 0.087
```
Positions in Å, forces in eV/Å.



C5H9N in the gas phase in a non-equilibrium geometry, computed with wB97M-V/def2-TZVPD.

Computed properties:
SMILES: CC(C)CC#N
Orbital gap in eV: 12.31
F_max in Eh/bohr: 0.0209
Calculated total energy in a.u.: -250.6656
HOMO energy in eV: -11.4572
Relative energy (zero: lowest compared OMol25 entry of this formula, charge and spin) in kcal per mole: 0.8

```
15
Properties=species:S:1:pos:R:3:forces:R:3:lowdin_charge:R:1
C -0.608368 1.391216 -0.277171 0.0 0.0 0.0 -0.081
C -0.456345 0.026976 0.398609 -0.1 0.0 0.0 -0.439
C -0.865114 -1.105580 -0.549272 0.0 0.0 0.0 -0.082
C 0.974300 -0.170034 0.940957 0.0 0.0 0.0 -0.168
C 1.949716 -0.335526 -0.142244 0.6 -0.1 -0.8 -0.234
N 2.676834 -0.476921 -1.030585 -0.6 0.2 0.8 0.148
H -0.196868 2.197231 0.341218 -0.1 -0.1 -0.1 0.078
H -1.663577 1.615817 -0.463956 0.1 -0.1 0.0 0.080
H -0.085879 1.407813 -1.241306 0.0 0.0 0.2 0.083
H -1.109732 0.000041 1.280423 0.1 0.0 -0.1 0.132
H -0.426397 -0.958295 -1.542943 0.0 0.0 0.2 0.081
H -1.952725 -1.141292 -0.666048 0.1 0.0 0.0 0.079
H -0.533199 -2.084819 -0.186691 -0.1 0.1 0.0 0.081
H 1.024347 -1.055712 1.585571 0.0 0.1 -0.2 0.122
H 1.273009 0.689088 1.553436 0.0 -0.1 -0.1 0.119
```
Positions in Å, forces in eV/Å.